This record from OMol25 describes a 2-piece molecular cluster, C10H16O overall at a distorted geometry. The level of theory is ωB97M-V with the def2-TZVPD basis set.

Its energy above the lowest of the compared OMol25 structures with the same formula, charge and spin is 65.9 kcal per mole. The value obtained for the orbital gap is 9.370 eV. For the largest force on an atom, the calculation gives 4.23 eV/Å. The total charge is 0.

Last columns: bonded neighbours and bond lengths (Å).
CARTESIAN COORDINATES (ANGSTROEM)
1 C 3.48 1.69 1.33  C2 1.488, H10 1.122, H11 1.100, H12 1.145
2 C 3.45 0.60 0.31  C1 1.488, C3 1.482, H13 1.134, H14 1.250
3 C 2.12 -0.02 0.13  C2 1.482, C4 1.378, C9 1.394
4 C 2.02 -1.39 0.04  C3 1.378, C5 1.408, H15 1.079
5 C 0.74 -1.88 -0.27  C4 1.408, C6 1.354, H16 1.090
6 C -0.22 -0.99 -0.58  C5 1.354, O7 1.349, C8 1.413
7 O -1.45 -1.50 -0.82  C6 1.349, H17 0.964
8 C -0.11 0.42 -0.54  C6 1.413, C9 1.372, H18 1.214
9 C 1.07 0.89 -0.02  C3 1.394, C8 1.372, H19 1.107
10 H 3.18 1.40 2.37  C1 1.122
11 H 2.95 2.65 1.26  C1 1.100
12 H 4.56 1.98 1.55  C1 1.145
13 H 3.92 1.04 -0.63  C2 1.134
14 H 4.43 -0.09 0.66  C2 1.250
15 H 2.85 -2.07 0.16  C4 1.079
16 H 0.50 -2.94 -0.19  C5 1.090
17 H -1.46 -2.17 -1.51  O7 0.964
18 H -1.08 1.10 -0.78  C8 1.214
19 H 1.14 1.99 0.06  C9 1.107
20 C -3.62 0.45 0.03  C21 1.477, H22 1.063, H23 1.109, H24 1.018
21 C -4.41 -0.63 -0.60  C20 1.477, H25 1.097, H26 1.030, H27 1.142
22 H -2.58 0.34 -0.18  C20 1.063
23 H -3.98 1.40 -0.40  C20 1.109
24 H -3.70 0.44 1.04  C20 1.018
25 H -5.43 -0.23 -0.56  C21 1.097
26 H -4.28 -1.56 -0.17  C21 1.030
27 H -4.10 -0.90 -1.67  C21 1.142

Per-atom Löwdin charges, elementary charge units: number 1, C, carries -0.178; number 2, C, carries -0.258; number 3, C, carries -0.275; number 4, C, carries -0.017; number 5, C, carries -0.020; number 6, C, carries -0.356; number 7, O, carries 0.011; number 8, C, carries 0.001; number 9, C, carries -0.045; number 10, H, carries 0.088; number 11, H, carries 0.062; number 12, H, carries 0.088; number 13, H, carries 0.124; number 14, H, carries 0.168; number 15, H, carries 0.111; number 16, H, carries 0.123; number 17, H, carries 0.119; number 18, H, carries 0.162; number 19, H, carries 0.125; number 20, C, carries -0.174; number 21, C, carries -0.178; number 22, H, carries -0.008; number 23, H, carries 0.090; number 24, H, carries 0.043; number 25, H, carries 0.072; number 26, H, carries 0.029; number 27, H, carries 0.092

This record from OMol25 describes a 2-piece molecular cluster, C10H16O overall at a distorted geometry. The level of theory is ωB97M-V with the def2-TZVPD basis set.

Its energy above the lowest of the compared OMol25 structures with the same formula, charge and spin is 67.0 kcal per mole. The value obtained for the orbital gap is 9.593 eV. For the largest force on an atom, the calculation gives 6.24 eV/Å. The total charge is 0.

Last columns: bonded neighbours and bond lengths (Å).
CARTESIAN COORDINATES (ANGSTROEM)
1 C -2.22 1.23 0.98  C2 1.574, H10 1.087, H11 1.102, H12 1.144
2 C -2.03 -0.06 0.10  C1 1.574, C3 1.496, H13 1.026, H14 1.129
3 C -1.04 -0.92 0.82  C2 1.496, C4 1.430, C9 1.343
4 C 0.13 -1.12 0.01  C3 1.430, C5 1.360, H15 1.125
5 C 1.20 -1.77 0.53  C4 1.360, C6 1.420, H16 1.061
6 C 0.99 -2.29 1.83  C5 1.420, O7 1.406, C8 1.366
7 O 2.09 -3.02 2.31  C6 1.406, H17 0.881
8 C -0.20 -2.32 2.50  C6 1.366, C9 1.467, H18 1.108
9 C -1.29 -1.45 2.03  C3 1.343, C8 1.467, H19 1.128
10 H -2.76 2.03 0.49  C1 1.087
11 H -1.37 1.73 1.47  C1 1.102
12 H -2.81 0.92 1.91  C1 1.144
13 H -2.94 -0.51 0.20  C2 1.026
14 H -1.72 0.19 -0.96  C2 1.129
15 H 0.09 -0.70 -1.03  C4 1.125
16 H 2.19 -1.88 0.14  C5 1.061
17 H 2.04 -3.90 2.35  O7 0.881
18 H -0.41 -2.86 3.45  C8 1.108
19 H -2.28 -1.32 2.54  C9 1.128
20 C 1.54 3.02 -2.47  C21 1.572, H22 1.040, H23 1.029, H24 1.174
21 C 1.53 1.53 -2.97  C20 1.572, H25 1.025, H26 1.130, H27 1.075
22 H 0.54 3.12 -2.23  C20 1.040
23 H 1.85 3.71 -3.17  C20 1.029
24 H 2.21 3.09 -1.51  C20 1.174
25 H 2.24 1.01 -2.45  C21 1.025
26 H 1.89 1.48 -4.05  C21 1.130
27 H 0.57 1.08 -2.80  C21 1.075

Per-atom Löwdin charges, elementary charge units: number 1, C, carries -0.099; number 2, C, carries -0.192; number 3, C, carries -0.295; number 4, C, carries -0.032; number 5, C, carries 0.002; number 6, C, carries -0.294; number 7, O, carries 0.038; number 8, C, carries 0.001; number 9, C, carries -0.026; number 10, H, carries 0.054; number 11, H, carries 0.074; number 12, H, carries 0.082; number 13, H, carries 0.072; number 14, H, carries 0.117; number 15, H, carries 0.111; number 16, H, carries 0.109; number 17, H, carries 0.024; number 18, H, carries 0.120; number 19, H, carries 0.135; number 20, C, carries -0.136; number 21, C, carries -0.149; number 22, H, carries 0.024; number 23, H, carries 0.022; number 24, H, carries 0.105; number 25, H, carries 0.013; number 26, H, carries 0.083; number 27, H, carries 0.038

This record from OMol25 describes a 2-piece molecular cluster, C10H16O overall at a distorted geometry. The level of theory is ωB97M-V with the def2-TZVPD basis set.

Its energy above the lowest of the compared OMol25 structures with the same formula, charge and spin is 26.1 kcal per mole. The value obtained for the orbital gap is 9.678 eV. For the largest force on an atom, the calculation gives 2.32 eV/Å. The total charge is 0.

Last columns: bonded neighbours and bond lengths (Å).
CARTESIAN COORDINATES (ANGSTROEM)
1 C -3.32 -0.18 1.03  C2 1.516, H9 1.084, H10 1.087, H11 1.089
2 C -2.31 -0.22 -0.11  C1 1.516, C3 1.439, C8 1.370
3 C -1.79 -1.46 -0.64  C2 1.439, C4 1.371, H12 1.082
4 C -0.80 -1.47 -1.58  C3 1.371, C5 1.398, H13 1.082
5 C -0.27 -0.26 -2.03  C4 1.398, O6 1.399, C7 1.353
6 O 0.78 -0.34 -2.96  C5 1.399, H14 0.965
7 C -0.60 0.93 -1.48  C5 1.353, C8 1.406, H15 1.079
8 C -1.64 0.90 -0.53  C2 1.370, C7 1.406, H16 1.089
9 H -4.12 -0.88 0.85  C1 1.084
10 H -3.63 0.86 1.08  C1 1.087
11 H -2.81 -0.40 1.96  C1 1.089
12 H -2.10 -2.40 -0.21  C3 1.082
13 H -0.24 -2.35 -1.91  C4 1.082
14 H 0.45 -0.77 -3.76  O6 0.965
15 H 0.02 1.80 -1.63  C7 1.079
16 H -1.92 1.83 -0.03  C8 1.089
17 C 2.63 0.19 -0.08  C18 1.512, H20 1.100, H21 1.089, H22 1.089
18 C 1.96 -0.19 1.21  C17 1.512, C19 1.550, H23 1.099, H24 1.090
19 C 1.89 1.05 2.14  C18 1.550, H25 1.087, H26 1.086, H27 1.095
20 H 3.70 0.39 0.10  C17 1.100
21 H 2.27 1.15 -0.46  C17 1.089
22 H 2.60 -0.60 -0.83  C17 1.089
23 H 0.96 -0.60 1.00  C18 1.099
24 H 2.46 -0.96 1.80  C18 1.090
25 H 1.48 1.92 1.62  C19 1.087
26 H 1.37 0.83 3.07  C19 1.086
27 H 2.94 1.26 2.36  C19 1.095

Per-atom Löwdin charges, elementary charge units: number 1, C, carries -0.046; number 2, C, carries -0.271; number 3, C, carries -0.037; number 4, C, carries -0.032; number 5, C, carries -0.342; number 6, O, carries 0.004; number 7, C, carries -0.020; number 8, C, carries -0.059; number 9, H, carries 0.076; number 10, H, carries 0.071; number 11, H, carries 0.081; number 12, H, carries 0.108; number 13, H, carries 0.120; number 14, H, carries 0.103; number 15, H, carries 0.119; number 16, H, carries 0.111; number 17, C, carries -0.131; number 18, C, carries -0.315; number 19, C, carries -0.118; number 20, H, carries 0.074; number 21, H, carries 0.064; number 22, H, carries 0.066; number 23, H, carries 0.086; number 24, H, carries 0.096; number 25, H, carries 0.062; number 26, H, carries 0.062; number 27, H, carries 0.069

This record from OMol25 describes a 2-piece molecular cluster, C10H16O overall at a distorted geometry. The level of theory is ωB97M-V with the def2-TZVPD basis set.

Its energy above the lowest of the compared OMol25 structures with the same formula, charge and spin is 32.0 kcal per mole. The value obtained for the orbital gap is 9.246 eV. For the largest force on an atom, the calculation gives 1.52 eV/Å. The total charge is 0.

Last columns: bonded neighbours and bond lengths (Å).
CARTESIAN COORDINATES (ANGSTROEM)
1 C -1.93 2.12 -2.50  C2 1.553, H10 1.096, H11 1.089, H12 1.086
2 C -1.42 2.00 -1.04  C1 1.553, C3 1.510, H13 1.087, H14 1.087
3 C -0.12 1.24 -0.98  C2 1.510, C4 1.399, C9 1.381
4 C -0.19 -0.15 -0.79  C3 1.399, C5 1.382, H15 1.085
5 C 0.93 -0.90 -0.52  C4 1.382, C6 1.398, H16 1.079
6 C 2.18 -0.28 -0.63  C5 1.398, O7 1.390, C8 1.374
7 O 3.33 -0.90 -0.16  C6 1.390, H17 0.972
8 C 2.28 1.05 -0.98  C6 1.374, C9 1.397, H18 1.080
9 C 1.13 1.82 -1.14  C3 1.381, C8 1.397, H19 1.089
10 H -1.91 3.16 -2.85  C1 1.096
11 H -3.02 2.03 -2.54  C1 1.089
12 H -1.39 1.49 -3.20  C1 1.086
13 H -1.30 3.01 -0.64  C2 1.087
14 H -2.17 1.44 -0.50  C2 1.087
15 H -1.15 -0.62 -0.96  C4 1.085
16 H 0.86 -1.97 -0.36  C5 1.079
17 H 3.01 -1.73 0.23  O7 0.972
18 H 3.26 1.49 -1.11  C8 1.080
19 H 1.25 2.90 -1.16  C9 1.089
20 C -0.34 -2.82 2.34  C21 1.559, H22 1.086, H23 1.094, H24 1.079
21 C -0.59 -1.49 3.12  C20 1.559, H25 1.086, H26 1.081, H27 1.090
22 H -0.70 -2.74 1.32  C20 1.086
23 H 0.74 -2.95 2.25  C20 1.094
24 H -0.73 -3.63 2.93  C20 1.079
25 H 0.32 -1.20 3.65  C21 1.086
26 H -0.89 -0.75 2.40  C21 1.081
27 H -1.42 -1.62 3.82  C21 1.090

Per-atom Löwdin charges, elementary charge units: number 1, C, carries -0.095; number 2, C, carries -0.198; number 3, C, carries -0.263; number 4, C, carries -0.048; number 5, C, carries -0.028; number 6, C, carries -0.310; number 7, O, carries 0.031; number 8, C, carries -0.017; number 9, C, carries -0.029; number 10, H, carries 0.064; number 11, H, carries 0.061; number 12, H, carries 0.074; number 13, H, carries 0.105; number 14, H, carries 0.098; number 15, H, carries 0.120; number 16, H, carries 0.104; number 17, H, carries 0.098; number 18, H, carries 0.117; number 19, H, carries 0.119; number 20, C, carries -0.160; number 21, C, carries -0.149; number 22, H, carries 0.043; number 23, H, carries 0.052; number 24, H, carries 0.054; number 25, H, carries 0.060; number 26, H, carries 0.043; number 27, H, carries 0.057

Lowest unoccupied orbital energy (computed, eV): 0.8256, 0.9104, 0.9195, 0.8572